# 1
55
Properties=species:S:1:pos:R:3:lowdin_charge:R:1 method="wB97M-V/def2-TZVPD" de_lowest_kcal_mol=432.6 lumo_ev=0.52 energy_ha=-1206.7812 charge=0 smiles="O=C(C[C@H]1C(=O)NCCN1CC(c1ccccc1)c1ccccc1)NC1CC1" orbital_gap_ev=8.6
O -0.8398 -3.0860 -1.8460 0.11
C -0.3267 -3.0240 -0.7919 -0.61
C 1.0151 -3.2721 -0.5456 0.08
C 1.4786 -1.8369 0.3739 -0.15
C 2.8560 -2.2011 0.7514 -0.40
O 2.8580 -2.8755 1.9326 -0.09
N 3.9697 -1.6482 0.3656 0.12
C 4.1285 -0.5704 -0.8406 -0.01
C 2.6670 -0.7461 -1.4624 -0.24
N 1.6814 -0.7863 -0.5153 -0.08
C 0.4284 0.1431 -0.9926 0.00
C -0.0973 1.0234 0.1134 -0.26
C 0.7965 2.0710 0.1082 -0.19
C 1.9942 2.0711 1.0524 -0.10
C 2.8479 2.9484 1.0300 -0.18
C 2.6170 4.1356 0.2812 -0.13
C 1.5609 4.4777 -0.4807 -0.02
C 0.6434 3.2336 -0.7149 0.08
C -1.6450 1.2953 0.0437 -0.30
C -2.2526 1.6978 1.1611 0.02
C -3.6258 2.3115 0.9919 -0.07
C -4.0527 2.1012 -0.1472 -0.25
C -3.4826 1.5661 -1.2138 -0.06
C -2.1113 1.1207 -1.1469 -0.04
N -1.1387 -2.7868 0.2546 0.17
C -2.6496 -2.7149 0.1319 -0.22
C -3.5907 -3.2934 1.1100 -0.09
C -3.4408 -1.7397 1.0606 -0.11
H 1.5695 -3.2117 -1.3103 0.05
H 1.1397 -3.9316 0.1369 0.07
H 1.0195 -1.6393 1.2186 0.09
H 4.8727 -1.8327 0.7348 0.13
H 4.0943 0.3616 -0.1450 0.13
H 4.8624 -0.7002 -1.6909 0.12
H 2.7326 -1.5673 -2.1897 0.13
H 2.6681 0.0015 -2.1897 0.10
H -0.4553 -0.8018 -1.0761 0.19
H 0.5979 0.5347 -1.7898 0.01
H 0.0429 0.2819 1.2078 0.22
H 2.0005 1.2263 1.8765 0.16
H 3.8302 2.9362 1.8371 0.19
H 3.2400 5.1477 0.3899 0.14
H 1.3227 5.1960 -1.1071 0.04
H -0.2654 3.3087 -0.9003 0.01
H -1.4810 1.9702 1.9725 0.15
H -3.9882 2.6784 1.8938 0.09
H -5.2136 2.5308 -0.2416 0.17
H -4.2239 1.6753 -2.1471 0.15
H -1.7365 0.9837 -2.1790 0.15
H -1.0128 -2.7657 1.1090 0.03
H -3.0737 -2.6080 -0.8520 0.13
H -4.6244 -3.5185 0.9064 0.09
H -3.1334 -3.5980 2.1359 0.14
H -4.2661 -1.1913 0.7385 0.06
H -2.8077 -1.0819 1.5964 0.07


# 2
57
Properties=species:S:1:pos:R:3:lowdin_charge:R:1 method="wB97M-V/def2-TZVPD" de_lowest_kcal_mol=39.9 lumo_ev=0.48 energy_ha=-1680.8222 charge=0 smiles="COCCn1c(-c2ccc(OC)cc2)cnc1SCC(=O)Nc1cccc(C)c1C" orbital_gap_ev=8.2
C -2.2620 4.7270 2.7935 -0.10
O -1.1318 4.8708 1.9661 -0.18
C -1.0736 3.9669 0.8965 -0.22
C -0.7183 2.5288 1.3334 -0.13
N -0.3043 1.7351 0.2119 -0.03
C 0.9725 1.3592 -0.1630 -0.16
C 2.2044 1.6963 0.5319 -0.17
C 3.1952 0.7226 0.6414 -0.02
C 4.3991 0.9844 1.2670 -0.01
C 4.6429 2.2440 1.8057 -0.28
O 5.7840 2.6143 2.4468 -0.08
C 6.8207 1.6722 2.5757 -0.09
C 3.6600 3.2282 1.6908 0.01
C 2.4639 2.9617 1.0623 -0.02
C 0.8059 0.5828 -1.2845 -0.08
N -0.5073 0.4785 -1.6085 0.08
C -1.1403 1.1710 -0.6976 -0.61
S -2.8761 1.3507 -0.6124 0.99
C -3.3179 0.5535 -2.1772 -0.35
C -3.0736 -0.9535 -2.2754 -0.55
O -3.1456 -1.4937 -3.3544 0.08
N -2.8289 -1.5710 -1.1026 0.10
C -2.5897 -2.9537 -0.9383 -0.18
C -3.3622 -3.6360 -0.0051 -0.03
C -3.1838 -4.9918 0.1768 -0.09
C -2.2448 -5.6634 -0.5857 -0.06
C -1.4523 -4.9896 -1.5035 -0.23
C -0.4419 -5.7522 -2.3077 -0.05
C -1.5968 -3.6073 -1.6702 -0.15
C -0.7041 -2.8445 -2.5956 -0.03
H -2.2211 3.8068 3.3859 0.09
H -3.1853 4.7296 2.2030 0.09
H -2.2577 5.5836 3.4645 0.09
H -2.0243 3.9535 0.3441 0.10
H -0.2916 4.3478 0.2330 0.13
H -1.5943 2.0534 1.7871 0.11
H 0.0925 2.5609 2.0652 0.13
H 3.0123 -0.2611 0.2359 0.12
H 5.1359 0.1993 1.3310 0.10
H 6.5033 0.8015 3.1587 0.10
H 7.6213 2.1862 3.1052 0.09
H 7.1878 1.3419 1.5986 0.10
H 3.8633 4.2051 2.0997 0.12
H 1.7428 3.7575 0.9637 0.10
H 1.5512 0.1116 -1.8922 0.11
H -4.3817 0.7506 -2.3211 0.09
H -2.7556 1.0407 -2.9736 0.09
H -2.9800 -1.0361 -0.2565 0.10
H -4.1072 -3.0977 0.5636 0.11
H -3.7837 -5.5263 0.8980 0.10
H -2.1216 -6.7296 -0.4611 0.11
H -0.5576 -6.8214 -2.1488 0.07
H 0.5721 -5.4735 -2.0200 0.08
H -0.5607 -5.5419 -3.3688 0.09
H -0.5956 -1.8133 -2.2652 0.05
H 0.2799 -3.3018 -2.6533 0.07
H -1.1378 -2.8186 -3.5952 0.09


# 3
59
Properties=species:S:1:pos:R:3:lowdin_charge:R:1 method="wB97M-V/def2-TZVPD" lumo_ev="-3.01 / -2.92" energy_ha=-1784.4064 charge=+1 orbital_gap_ev="5.0 / 5.1"
Rh -0.7194 -0.6015 -0.6104 0.69
C -1.7071 0.5275 2.0980 -0.10
N -0.4455 0.6490 1.3461 -0.20
C -0.1345 2.0227 0.9259 -0.11
C -0.0033 2.2409 -0.5685 -0.26
C 0.7458 3.2912 -1.0595 -0.03
C 0.7860 3.5349 -2.4328 -0.04
C 0.0129 2.7256 -3.2663 -0.05
C -0.7056 1.6952 -2.7097 -0.13
N -0.7058 1.4304 -1.3879 0.00
C 0.7091 0.0272 2.0461 -0.11
C 0.3596 -1.3294 2.5780 -0.17
C 0.1337 -1.5284 3.9204 -0.02
C -0.4110 -2.7133 4.4048 -0.02
C -0.7968 -3.6849 3.4656 -0.03
C -0.5554 -3.4789 2.1445 -0.02
N 0.0782 -2.3540 1.6812 -0.06
C -2.8252 -0.1215 1.3120 -0.23
C -4.1438 0.1517 1.5955 -0.02
C -5.1608 -0.5155 0.9067 -0.03
C -4.7924 -1.4439 -0.0677 -0.06
C -3.4614 -1.6823 -0.2930 -0.12
N -2.4697 -1.0461 0.3791 -0.04
H -2.0442 1.5051 2.4553 0.13
H -1.5378 -0.0977 2.9815 0.12
H 0.7928 2.3551 1.4017 0.13
H -0.9342 2.6942 1.2604 0.13
H 1.3046 3.9193 -0.3826 0.12
H 1.3934 4.3286 -2.8372 0.11
H -0.0135 2.8919 -4.3311 0.11
H -1.3084 1.0445 -3.3301 0.11
H 1.0117 0.6503 2.8988 0.13
H 1.5320 -0.0022 1.3252 0.11
H 0.3773 -0.7360 4.6099 0.13
H -0.5657 -2.8620 5.4555 0.11
H -1.2719 -4.5960 3.7886 0.12
H -0.8265 -4.2067 1.3961 0.14
H -4.3938 0.8622 2.3683 0.12
H -6.1963 -0.3227 1.1260 0.11
H -5.5397 -1.9851 -0.6242 0.11
H -3.1379 -2.4394 -0.9978 0.10
C 4.7147 2.3422 -2.1985 -0.09
C 4.5596 0.9633 -1.5561 -0.24
C 3.2632 0.3378 -1.9034 -0.57
N 2.2629 0.1989 -1.1122 0.03
N 1.2224 -0.4298 -1.6560 -0.14
C 1.4023 -0.7999 -2.8994 -0.69
N 0.4279 -1.4175 -3.6049 0.10
S 2.9646 -0.3446 -3.5193 1.11
H 5.6947 2.7477 -1.9663 0.08
H 3.9529 3.0223 -1.8262 0.07
H 4.6235 2.2687 -3.2785 0.07
H 4.6159 1.0522 -0.4704 0.12
H 5.3672 0.3116 -1.8979 0.11
H -0.3514 -1.7495 -3.0399 0.06
H 0.6758 -1.9563 -4.4167 0.10
C 0.4398 -2.2350 0.3344 -0.18
H 0.2469 -3.1655 -0.2024 0.06
H 1.4876 -1.9470 0.2414 0.06